# 1
This record from the Open Molecules 2025 dataset describes a gas-phase ion, C6H14N2O2PS (charge +1) at a distorted geometry. The level of theory is the ωB97M-V functional and the def2-TZVPD basis.

Values from the calculation:
Gap between HOMO and LUMO: 9.62 eV
Charge: +1
Total energy: -1236.2880 hartree
ΔE to the lowest compared entry with this formula, charge and spin: 0.490 eV

```
26
C6H14N2O2PS | the Open Molecules 2025 dataset | the ωB97M-V functional and the def2-TZVPD basis
C -2.17 0.30 0.82
C -2.37 -0.60 -1.28
C -3.55 0.51 -1.28
C 2.58 2.11 -0.30
C 0.87 -1.34 1.06
C 1.02 2.20 -0.58
N -1.56 -0.49 -0.06
N 0.44 -0.44 -1.72
O -1.53 0.32 1.98
O 0.44 1.24 0.22
P 0.30 -0.27 -0.19
S -3.70 0.98 0.48
H -2.87 -1.68 -1.26
H -1.69 -0.49 -2.16
H -3.21 1.32 -1.84
H -4.48 0.05 -1.65
H 2.80 2.19 0.75
H 2.94 1.13 -0.66
H 2.91 2.87 -0.95
H 0.59 -2.42 0.92
H 1.99 -1.14 0.86
H 0.54 -1.02 2.08
H 1.19 2.00 -1.65
H 0.46 3.03 -0.44
H -1.69 1.09 2.51
H 0.90 -1.06 -2.32
```

=====

# 2
This record from the Open Molecules 2025 dataset describes C5H6O in the gas phase at a distorted geometry. The level of theory is the ωB97M-V functional and the def2-TZVPD basis.

Values from the calculation:
Gap between HOMO and LUMO: 9.46 eV
Charge: 0
Total energy: -269.2297 hartree
ΔE to the lowest compared entry with this formula, charge and spin: 3.171 eV
Structure (SMILES): OC1C=CC=C1

```
12
C5H6O | the Open Molecules 2025 dataset | the ωB97M-V functional and the def2-TZVPD basis
C 0.76 -0.03 0.57
C 0.34 1.10 -0.27
C -0.89 0.89 -0.76
C -1.11 -0.58 -0.47
C -0.39 -1.05 0.50
H 2.26 -0.84 -0.27
H 0.35 0.66 1.39
H 0.91 1.96 -0.49
H -1.51 1.43 -1.44
H -2.19 -1.13 -0.49
H -0.48 -1.93 1.07
O 1.94 -0.47 0.64
```

=====

# 3
This record from the Open Molecules 2025 dataset describes 7 unconnected molecules or ions with the total composition C46H102N5O6 at a distorted geometry. The level of theory is the ωB97M-V functional and the def2-TZVPD basis.

Values from the calculation:
Gap between HOMO and LUMO: 5.30 eV
Charge: +3
Total energy: -2538.0361 hartree

```
159
C46H102N5O6 | the Open Molecules 2025 dataset | the ωB97M-V functional and the def2-TZVPD basis
C 30.77 -22.72 20.93
O 30.30 -23.81 21.77
C 29.49 -23.49 22.83
C 28.47 -24.69 23.15
N 29.22 -25.97 22.94
H 28.45 -26.55 22.64
H 29.92 -25.98 22.21
C 29.91 -26.73 24.10
C 30.59 -28.00 23.64
O 31.44 -27.79 22.51
C 32.43 -28.88 22.14
H 29.92 -22.39 20.33
H 31.58 -23.01 20.25
H 31.05 -21.90 21.58
H 28.90 -22.58 22.69
H 30.14 -23.28 23.67
H 27.67 -24.62 22.41
H 28.19 -24.50 24.19
H 29.22 -27.02 24.90
H 30.60 -26.02 24.56
H 29.83 -28.77 23.52
H 31.27 -28.37 24.41
H 33.27 -28.46 21.60
H 32.14 -29.65 21.42
H 32.79 -29.44 23.01
C 29.32 -31.37 19.15
C 29.24 -32.37 20.33
C 28.24 -31.96 21.40
N 28.23 -32.56 22.86
C 28.22 -34.05 22.74
C 27.98 -34.82 24.12
C 26.80 -34.38 24.80
C 26.67 -32.81 24.95
C 26.94 -32.01 23.64
C 29.36 -32.06 23.72
H 28.35 -30.91 18.99
H 29.81 -31.98 18.39
H 29.99 -30.58 19.52
H 30.24 -32.42 20.76
H 29.00 -33.35 19.92
H 27.22 -32.24 21.15
H 28.28 -30.87 21.48
H 27.43 -34.27 22.03
H 29.20 -34.17 22.28
H 27.95 -35.90 23.94
H 28.85 -34.62 24.75
H 26.00 -34.85 24.23
H 26.76 -34.86 25.77
H 25.63 -32.64 25.25
H 27.48 -32.47 25.59
H 26.17 -32.25 22.91
H 27.05 -30.94 23.79
H 29.25 -32.40 24.75
H 29.30 -30.98 23.63
H 30.29 -32.46 23.31
C 27.86 -27.65 18.27
C 28.16 -27.32 16.82
C 29.22 -28.16 16.17
N 29.14 -28.24 14.61
C 27.67 -28.45 14.13
C 27.47 -28.80 12.62
C 28.46 -29.89 12.26
C 29.93 -29.62 12.61
C 29.92 -29.47 14.15
C 29.68 -26.87 14.02
H 27.55 -28.67 18.49
H 27.04 -27.00 18.55
H 28.78 -27.53 18.85
H 28.42 -26.26 16.78
H 27.18 -27.46 16.36
H 29.09 -29.19 16.50
H 30.19 -27.88 16.57
H 27.27 -29.30 14.69
H 27.16 -27.52 14.36
H 26.45 -29.14 12.40
H 27.69 -27.95 11.97
H 28.15 -30.88 12.60
H 28.38 -30.10 11.19
H 30.36 -30.62 12.54
H 30.42 -28.87 11.99
H 29.60 -30.38 14.65
H 30.96 -29.35 14.45
H 29.00 -26.08 14.36
H 29.88 -26.95 12.96
H 30.68 -26.68 14.41
C 22.65 -29.16 19.40
C 21.36 -29.57 18.66
C 20.23 -29.80 19.68
N 18.90 -30.04 18.95
C 17.92 -30.78 19.90
C 16.48 -30.85 19.41
C 15.99 -29.48 19.12
C 16.82 -28.64 18.13
C 18.26 -28.61 18.65
C 18.94 -30.76 17.67
H 23.50 -28.95 18.76
H 22.95 -29.82 20.21
H 22.44 -28.16 19.80
H 21.60 -30.36 17.95
H 21.07 -28.64 18.16
H 20.13 -28.98 20.39
H 20.43 -30.78 20.11
H 17.91 -30.17 20.80
H 18.23 -31.81 20.08
H 15.90 -31.39 20.16
H 16.47 -31.59 18.61
H 15.94 -28.89 20.03
H 14.96 -29.46 18.77
H 16.45 -27.62 18.02
H 16.62 -28.97 17.11
H 18.34 -27.97 19.53
H 18.97 -28.18 17.94
H 17.96 -31.01 17.28
H 19.53 -31.62 17.97
H 19.54 -30.14 17.00
C 22.62 -25.74 22.23
C 22.36 -26.38 23.60
C 23.10 -27.77 23.72
N 23.74 -27.93 25.10
C 24.82 -26.91 25.43
C 25.21 -26.84 26.93
C 23.98 -26.68 27.80
C 22.98 -27.82 27.59
C 22.49 -27.81 26.09
C 24.33 -29.36 25.15
H 22.24 -24.72 22.15
H 22.11 -26.42 21.54
H 23.63 -25.60 21.85
H 21.27 -26.42 23.57
H 22.56 -25.69 24.42
H 23.94 -27.71 23.02
H 22.61 -28.67 23.35
H 24.32 -25.98 25.14
H 25.63 -26.96 24.71
H 25.86 -25.98 27.03
H 25.64 -27.79 27.25
H 23.50 -25.75 27.49
H 24.33 -26.59 28.83
H 22.19 -27.73 28.34
H 23.37 -28.81 27.85
H 21.95 -26.88 25.93
H 21.63 -28.43 25.86
H 24.62 -29.69 26.14
H 25.00 -29.42 24.28
H 23.52 -30.03 24.87
C 25.72 -29.23 21.44
C 26.53 -28.10 22.19
O 26.34 -26.90 21.90
O 27.23 -28.49 23.15
H 25.14 -29.77 22.18
H 26.42 -29.79 20.82
H 25.07 -28.74 20.72
C 28.63 -29.53 26.74
C 27.84 -30.28 27.81
O 28.49 -31.10 28.54
O 26.65 -29.98 27.89
H 28.06 -29.22 25.86
H 29.35 -30.25 26.37
H 29.19 -28.63 26.98
```

=====

# 4
This record from the Open Molecules 2025 dataset describes C3H2N2S in the gas phase at a distorted geometry. The level of theory is the ωB97M-V functional and the def2-TZVPD basis.

Values from the calculation:
Gap between HOMO and LUMO: 10.72 eV
Charge: 0
Total energy: -623.1678 hartree
ΔE to the lowest compared entry with this formula, charge and spin: 0.143 eV
Structure (SMILES): N#CC(S)C#N

```
8
C3H2N2S | the Open Molecules 2025 dataset | the ωB97M-V functional and the def2-TZVPD basis
C 0.03 0.08 0.47
C 1.01 -0.88 0.05
C -1.31 -0.33 0.04
H 0.34 1.48 -1.40
H 0.04 0.15 1.52
N 1.86 -1.63 -0.29
N -2.38 -0.68 -0.29
S 0.43 1.80 -0.11
```

=====

# 5
This record from the Open Molecules 2025 dataset describes 7 unconnected molecules or ions with the total composition C26H52N5O9PS4 at a distorted geometry. The level of theory is the ωB97M-V functional and the def2-TZVPD basis.

Values from the calculation:
Gap between HOMO and LUMO: 7.70 eV
Charge: 0
Total energy: -3906.5896 hartree

```
97
C26H52N5O9PS4 | the Open Molecules 2025 dataset | the ωB97M-V functional and the def2-TZVPD basis
O 4.23 0.33 2.49
P 3.73 0.23 3.92
N 3.01 -1.28 4.25
C 3.67 -2.45 3.64
C 2.29 -1.54 5.50
N 2.51 1.42 4.13
C 2.86 2.76 4.41
C 1.18 1.33 3.48
N 4.78 0.35 5.27
C 4.38 0.83 6.59
C 6.22 -0.07 5.05
H 2.88 -2.79 2.97
H 3.97 -3.29 4.27
H 4.47 -2.22 2.94
H 2.80 -2.15 6.26
H 1.33 -2.02 5.35
H 2.03 -0.66 6.08
H 2.41 3.08 5.35
H 3.94 2.90 4.39
H 2.43 3.39 3.64
H 1.38 1.51 2.43
H 0.76 0.34 3.66
H 0.43 2.02 3.86
H 4.52 0.06 7.35
H 4.89 1.75 6.85
H 3.30 1.01 6.59
H 6.31 -1.14 5.19
H 6.86 0.46 5.76
H 6.57 0.17 4.05
C 2.06 -1.05 0.50
S 1.39 -2.27 -0.73
O 2.23 -2.00 -1.96
C 1.91 -3.85 0.10
H 3.12 -1.25 0.64
H 1.53 -1.10 1.45
H 2.01 -0.05 0.06
H 1.46 -4.77 -0.27
H 1.84 -3.70 1.18
H 2.99 -4.04 0.07
C 0.67 2.43 -0.69
S -0.79 1.73 0.28
O -1.90 2.78 0.26
C -1.27 0.46 -1.03
H 0.19 3.05 -1.44
H 1.23 1.65 -1.22
H 1.36 2.95 -0.02
H -2.21 -0.05 -0.85
H -0.45 -0.20 -1.33
H -1.55 0.94 -1.97
C -4.35 2.78 -2.16
S -5.55 3.64 -1.01
O -6.73 2.71 -0.84
C -4.68 3.54 0.62
H -4.53 2.94 -3.22
H -4.38 1.72 -1.91
H -3.38 3.24 -1.96
H -4.48 2.48 0.77
H -5.29 3.90 1.45
H -3.79 4.17 0.61
C -6.80 -1.97 -1.60
S -5.46 -1.81 -0.32
O -4.17 -1.34 -0.96
C -6.25 -0.34 0.47
H -7.78 -1.93 -1.11
H -6.72 -2.90 -2.17
H -6.76 -1.16 -2.32
H -6.35 0.52 -0.20
H -5.61 -0.08 1.31
H -7.20 -0.62 0.92
C -2.13 -2.04 -5.09
C -2.55 -2.05 -3.75
C -2.04 -3.10 -2.99
C -1.18 -4.07 -3.56
C -0.79 -3.99 -4.92
C -1.25 -2.95 -5.64
N -0.78 -5.26 -2.72
O -0.48 -5.06 -1.56
O -0.80 -6.41 -3.20
H -2.45 -1.29 -5.79
H -3.18 -1.24 -3.41
H -2.34 -3.19 -1.96
H -0.10 -4.67 -5.39
H -0.78 -2.85 -6.61
C 2.82 2.68 -3.65
C 1.96 3.76 -3.68
C 0.67 3.49 -4.12
C 0.29 2.18 -4.46
C 1.21 1.16 -4.40
C 2.45 1.36 -3.89
N -1.06 1.93 -4.94
O -1.94 2.72 -4.67
O -1.31 0.84 -5.45
H 3.83 2.90 -3.34
H 2.34 4.70 -3.32
H -0.02 4.32 -4.10
H 0.83 0.18 -4.67
H 3.07 0.48 -3.84
```

=====

# 6
This record from the Open Molecules 2025 dataset describes a molecular structure, C25H18ClN5O5Tl. The level of theory is the ωB97M-V functional and the def2-TZVPD basis.

Values from the calculation:
Gap between HOMO and LUMO: 7.44 eV
Charge: +1
Total energy: -2245.9392 hartree
ΔE to the lowest compared entry with this formula, charge and spin: 0.031 eV

```
55
C25H18ClN5O5Tl | the Open Molecules 2025 dataset | the ωB97M-V functional and the def2-TZVPD basis
Tl 1.62 0.60 0.44
C -1.77 1.60 3.24
C -0.57 1.60 2.36
N -0.07 0.53 1.87
N -0.60 -0.69 2.08
C 0.07 -1.65 1.46
O 1.13 -1.49 0.75
C -0.47 -3.02 1.57
C 0.20 -4.07 0.93
C -0.30 -5.36 1.01
C -1.47 -5.61 1.72
C -2.14 -4.56 2.36
C -1.64 -3.27 2.28
C 0.11 2.88 2.01
C -0.29 4.09 2.56
C 0.39 5.25 2.19
C 1.44 5.17 1.30
C 1.79 3.93 0.80
N 1.13 2.82 1.15
H -2.21 0.61 3.27
H -2.51 2.32 2.88
H -1.50 1.89 4.26
H 1.11 -3.86 0.38
H 0.22 -6.17 0.52
H -1.86 -6.61 1.78
H -3.04 -4.76 2.91
H -2.15 -2.46 2.78
H -1.11 4.13 3.26
H 0.09 6.20 2.61
H 1.99 6.05 1.00
H 2.62 3.80 0.12
O 4.17 1.48 -4.89
C 2.98 0.93 -5.07
O 2.55 0.64 -6.15
C 2.14 0.69 -3.85
C 0.85 0.15 -3.88
Cl -0.11 -0.36 -5.17
N 0.38 0.09 -2.62
N 1.31 0.55 -1.78
C 2.38 0.90 -2.48
C 3.57 1.38 -1.68
O 4.54 1.83 -2.25
O 3.46 1.30 -0.38
C -0.82 -0.44 -2.05
C -1.68 0.45 -1.41
C -2.77 -0.06 -0.72
C -2.98 -1.43 -0.66
C -2.11 -2.30 -1.31
C -1.02 -1.81 -2.01
H 4.38 1.66 -3.94
H -1.51 1.52 -1.48
H -3.46 0.62 -0.23
H -3.82 -1.83 -0.11
H -2.27 -3.37 -1.26
H -0.32 -2.47 -2.50
```